Entry 1:
# C43H46N4O3PTeW

A structure of composition C43H46N4O3PTeW (ωB97M-V/def2-TZVPD, OMol25).

Computed properties:
<S²>: 0.753
Frontier orbital gap (alpha / beta), eV: 6.616 / 6.398
Energy above the lowest of the compared OMol25 structures with the same formula, charge and spin, kJ/mol: 164.0

Geometry as ORCA input:
```
! RIJCOSX wB97M-V def2-TZVPD def2/J DEFGRID3
* xyz 2 2
H 0.0087 6.1772 3.8731
H -5.0592 -1.5908 2.1546
C 1.9041 -2.2380 3.4055
C 1.8314 3.7453 2.3756
H -0.5246 -3.0536 -4.6434
C -3.0521 1.1081 -3.4232
H -2.9603 1.7393 -4.3037
C 0.1470 5.9233 -1.6505
H -2.9380 -0.2482 1.8957
W -0.0577 1.4572 -0.7625
C 0.2397 5.2254 3.4103
N 1.8152 0.3892 -1.3736
C 1.7947 -1.2685 2.4209
H 2.3855 7.0738 -2.4235
C 2.8189 1.1053 0.7693
H 2.4235 -3.1673 3.1993
H 2.8374 3.5619 2.0231
H 2.3063 5.7095 3.0858
C -5.2977 -3.4150 1.0647
H 6.3662 0.8138 -0.7444
H 0.3419 -0.6170 5.9312
H 4.4768 -3.8665 -1.9188
H -1.2405 2.3230 2.5075
H 3.7530 -5.3436 -1.2946
N 1.3310 5.3267 -1.9574
C 1.5229 -3.5556 -0.2967
C 4.2667 0.5990 -1.0943
C 1.3669 -2.0112 4.6663
C 5.2148 1.2625 1.0160
C 3.9435 1.3502 1.5579
C 0.6346 0.1713 3.9584
H -1.7648 4.4736 3.5895
H 4.1612 -4.0410 -0.1833
C 3.0005 0.7169 -0.5466
H -3.4433 0.1349 -3.7124
H 4.3882 0.2941 -2.1293
C -0.6531 3.9530 -0.6676
C 0.2286 -3.0626 -0.4355
H -7.3565 -3.7846 1.5222
C 1.1578 -0.0569 2.6871
H 0.1663 1.1166 4.1960
C -1.7461 1.0558 -2.6970
C 1.5298 4.9635 2.9675
C -4.7359 -2.1677 1.2925
H 3.8183 1.5954 2.6072
H 1.8547 -3.8577 0.6919
H -2.3530 -4.6641 -2.0819
C -4.8512 -4.1478 -0.0334
C -0.6397 -2.9400 0.7936
H -6.2671 -5.0375 2.1009
H -0.0911 -3.2569 1.6749
H -1.8203 5.7880 -0.8418
H -6.3582 -3.4827 2.9421
C -3.4390 -4.5145 -2.0630
C -0.7548 4.2689 3.2552
C 5.3745 0.8890 -0.3156
C -3.3522 -2.3841 -0.6227
C 2.3962 -3.6884 -1.3727
H -5.2673 -5.1324 -0.2217
H -3.9704 0.5116 0.6929
H -2.3387 0.0138 0.2690
H 2.0764 6.0086 -3.8156
H -3.7700 1.5759 -2.7441
H -0.0646 -1.3805 -4.3098
Te -2.0287 -1.8107 -2.1551
C 3.7766 -4.2571 -1.1801
P 1.1014 1.1983 1.3619
H -0.9568 -1.9082 0.9602
H -1.5339 -3.5590 0.7210
C -3.2132 -0.2618 0.8399
C -0.4561 3.0548 2.6544
C 1.9515 -3.3057 -2.6358
H 6.0812 1.4806 1.6278
C 0.6697 -2.8146 -2.8456
H 3.2985 5.5643 -2.6197
H 2.0261 0.6629 -2.3294
H -3.8773 -5.5077 -1.9957
H 2.2449 -1.4378 1.4501
C -0.8755 5.3003 -1.0240
C 1.5604 3.9884 -1.6476
N 0.6031 3.4271 -0.8117
H 1.4523 -2.7679 5.4366
C -3.7573 -1.6190 0.4681
C 0.2707 -2.4176 -4.2519
O -0.9633 2.0269 -2.7198
C 2.3376 6.0422 -2.7600
C -3.8871 -3.6572 -0.8961
H 1.6972 -0.6229 -1.3720
O -1.4894 3.0794 -0.2592
N -1.3376 0.0479 -1.8558
H -3.7555 -4.0994 -3.0249
O 2.5177 3.3780 -2.0686
C 0.7373 -0.8073 4.9413
H 0.0589 6.9521 -1.9769
H 2.6195 -3.4022 -3.4864
C -6.3733 -3.9618 1.9642
C -0.1750 -2.6955 -1.7268
H 1.1166 -2.5124 -4.9284
C 0.8433 2.7761 2.2287
*
```



Entry 2:
# C43H46N6O6PS4Y

A structure of composition C43H46N6O6PS4Y (ωB97M-V/def2-TZVPD, OMol25).

Computed properties:
Frontier orbital gap, eV: 5.515
Energy above the lowest of the compared OMol25 structures with the same formula, charge and spin, kJ/mol: 6.0

Geometry as ORCA input:
```
! RIJCOSX wB97M-V def2-TZVPD def2/J DEFGRID3
* xyz -2 1
H 2.9065 -2.1134 -0.6367
H 0.8717 1.1221 -3.2217
O 4.3193 -0.8253 1.1559
C 0.8168 -2.7377 1.3157
N -3.4093 2.6174 0.2516
P -0.7631 -0.0409 -1.8997
H -0.1120 -1.4334 -4.5736
H 2.6935 -0.4849 -3.2561
C -1.8165 5.8425 0.6288
C -2.0262 2.0502 -3.2270
H -3.8392 5.1553 0.5055
H -0.5897 6.1428 -3.5269
C -1.6681 -2.5372 -2.7667
Y 0.0229 0.5198 1.0982
C 1.8416 4.0343 -2.6868
C 0.6853 2.6172 3.8441
H -1.9120 -5.3445 -4.3898
H -1.6583 -4.0653 3.0632
C 0.6069 0.0615 -3.1667
H 1.1848 -0.4080 -5.1806
H -4.3359 2.8954 0.5291
H -1.5471 -2.3367 3.4245
H 2.0436 -0.4768 -1.6096
N 0.1521 -1.8796 0.3862
O 0.6233 3.4071 4.7890
H 0.4504 -4.1845 4.3608
H 3.5543 -3.7418 -0.4609
O -6.5641 -0.7542 4.5749
S -5.2596 -0.7564 2.2784
H 1.6205 -1.7823 -2.7081
C 3.3771 -0.6745 3.9463
H 0.7922 3.7390 0.7033
C -0.4771 -2.5168 -0.6284
H -1.8129 -2.8486 1.7735
C -2.4287 3.5229 0.4279
H -3.7080 -0.7913 -2.1632
H 3.8060 -5.5800 3.8869
H -2.0852 6.8898 0.7045
C -1.2775 -4.5897 -1.6718
H 0.3347 6.1307 0.8146
C -0.6280 -3.9342 -0.6550
N -0.0852 5.4438 -3.0107
H 3.6715 -4.1248 4.8689
O 0.1982 2.7186 2.6828
C 2.2714 -4.2090 3.2322
C -2.5544 -4.6314 -3.8631
S -1.2768 0.2353 3.6893
H -2.0787 -1.9856 -3.6083
H 3.5435 1.4414 -0.4904
H -3.1949 1.6149 0.3780
C 2.8113 -3.9288 1.9837
H 3.8198 -4.2548 1.7473
C 3.1780 -0.4286 1.3854
C -2.1774 0.5522 -2.9580
O 1.5784 5.5002 -4.5447
H -2.8199 2.3934 -3.8970
C -5.5043 -0.5701 4.0144
H -1.3664 -5.6717 -1.6147
H -1.0715 2.2996 -3.6944
H -3.4153 -5.1911 -3.4873
S -2.7177 -0.5080 0.7110
C 3.8566 2.9943 -1.9722
H -2.9276 -3.9221 -4.6047
C 2.6511 -3.1349 -0.3777
H 4.1271 -1.4444 3.8403
H -4.2837 0.4385 -3.3075
C -1.0166 -1.8300 -1.7576
C 2.1476 0.9606 5.2086
H 1.9124 1.4974 6.1163
C 3.2262 3.9342 -2.7618
C 1.1684 3.1683 -1.8380
C -3.5915 0.2422 -2.4817
N 1.7676 2.2777 -1.0503
H -0.3653 5.2426 -2.0610
H 0.0874 3.1611 -1.8029
C -2.9490 -0.1447 3.4294
H 1.9187 -3.4956 -1.1052
C 0.9424 -3.8812 3.4412
C 3.0946 -4.8647 4.3061
S -4.0003 -0.1838 4.8422
C -1.2939 -3.1021 2.6960
C 1.8122 -0.7081 -2.6465
C -0.2246 4.0858 0.6022
O 2.3120 -0.0436 0.5300
H 2.4625 -5.3933 5.0223
H -2.1152 2.6153 -2.2983
H 3.7720 4.5832 -3.4339
H -0.4529 0.2284 -5.0896
N -1.1458 3.1197 0.4380
H -3.8747 0.8717 -1.6460
H 3.4686 -0.4863 6.0848
H -2.0432 0.0344 -3.9144
C 0.1894 -3.1963 2.4883
H 4.9308 2.8733 -1.9923
C 1.5500 1.3683 4.0247
C -3.5322 -0.4224 2.2508
C 2.7527 -0.1783 2.8160
H -0.2279 -4.5119 0.1682
N 1.7965 0.7386 2.8825
C 3.0935 2.1943 -1.1239
C 2.0954 -3.2402 1.0131
C -2.7895 4.8931 0.5202
C 0.2708 -0.4101 -4.5795
C -0.4790 5.4364 0.6654
C 1.1159 5.0547 -3.5052
C -1.8279 -3.9113 -2.7629
C 3.0235 -0.1144 5.1686
*
```



Entry 3:
# C43H46NOSi

A cluster of 2 separate species, C43H46NOSi in total (ωB97M-V/def2-TZVPD, OMol25).

Computed properties:
Frontier orbital gap, eV: 3.431
Energy above the lowest of the compared OMol25 structures with the same formula, charge and spin, kJ/mol: 20.2

Geometry as ORCA input:
```
! RIJCOSX wB97M-V def2-TZVPD def2/J DEFGRID3
* xyz 1 1
C 1.3925 -0.6847 5.2226
H 5.3098 3.0166 4.0752
H 0.2410 -2.0512 -0.6416
C -1.8584 3.4636 2.7117
C -1.5689 -6.8154 4.9700
C -3.7650 -7.0812 5.9388
H 4.0469 -2.1703 1.4055
C 4.3574 -6.1202 4.7001
H 5.0259 1.3310 3.6072
C 3.2595 2.9627 1.4430
C 2.5663 -0.8550 2.2272
C -0.0163 2.1078 1.1388
C 1.2649 -5.0178 2.8068
H -1.3812 -1.3136 6.1579
H -0.5184 -7.1097 4.9104
C 0.2215 -4.9965 3.7167
H -1.2074 -2.8276 5.2468
C -6.5894 0.0873 2.3393
H -1.9811 -8.1126 6.6259
C -3.4695 -5.6085 4.0363
C 3.6482 -5.1363 2.1893
H -2.5544 4.0132 3.3460
C -2.3997 -7.4010 5.9143
H -7.5133 0.5646 2.0077
H 5.7598 -4.9842 1.8004
O 1.9209 1.4780 3.5783
H 1.9564 4.1080 5.0383
H 3.3572 -4.7865 1.1978
H 2.3986 3.4444 0.9614
C -1.7546 -0.8885 3.3881
C -4.1457 -1.1279 3.0972
H -3.5558 0.8969 3.6607
H -1.7635 0.0255 2.7813
H 0.7816 1.6597 0.5434
H 3.2320 -0.4818 3.0077
C 1.2672 -0.3484 2.1132
H -7.2116 -1.9056 1.7753
H -0.9891 2.3963 4.3902
C 0.4307 -0.7987 1.0888
C -1.7891 3.7268 1.3382
H 2.9598 5.0865 3.9342
C -0.8542 3.0572 0.5452
H 4.6408 -6.5224 5.6729
H -0.7549 3.2575 -0.5280
H 1.1573 -2.8395 5.6315
C -0.7535 -1.8425 5.4107
C 3.0389 -1.7699 1.2866
H 4.4053 1.9381 5.1563
Si 2.9853 2.7170 3.2661
C -5.5673 0.8641 2.9016
H 2.2124 -1.0343 4.5850
C 3.0053 -5.9588 4.3818
C -4.3070 -6.2376 4.9524
C 0.2921 0.0129 4.3903
C 0.8053 0.7372 3.1051
H 1.3332 4.5530 3.4360
H -2.4326 4.4813 0.8807
C 5.3563 -5.7561 3.7877
H -0.5803 -0.3948 0.9855
C -2.0619 -5.7710 4.1276
H -2.7776 -2.8010 3.5607
C 2.2369 4.2585 3.9874
H 0.4956 -5.1249 4.7742
H 3.4598 2.0187 0.9204
H -5.6906 1.9399 3.0344
H 6.4111 -5.8583 4.0533
H -3.8485 -4.9389 3.2632
C -0.1745 1.7544 2.4857
N -0.6731 -1.0470 4.1904
H -1.5211 -4.3325 2.5768
H 1.8174 0.0317 5.9404
H 2.2270 -6.2701 5.0839
C 2.2220 -2.1737 0.2305
H -0.1708 0.7563 5.0771
C -6.4120 -1.2994 2.2025
H -5.0348 -2.9689 2.4513
C 0.7004 -1.8727 5.9022
C 0.9075 -1.7133 0.1491
C 4.9898 -5.2726 2.5199
C -5.2120 -1.9009 2.5793
C -4.3615 0.2714 3.2625
C 4.5712 2.2016 4.1024
C -1.0198 2.5114 3.3028
C -1.1568 -4.9077 3.4274
H 1.0508 -4.7682 1.7626
C 2.6208 -5.3766 3.1381
H 4.1351 3.6184 1.3109
C -2.8502 -1.7263 3.3706
H -4.4069 -7.5047 6.7130
H -5.3867 -6.0725 4.8961
H 2.6084 -2.8438 -0.5383
H 0.7535 -1.7694 6.9920
*
```



Entry 4:
# C43H47BN11ORuS

A structure of composition C43H47BN11ORuS (ωB97M-V/def2-TZVPD, OMol25).

Computed properties:
<S²>: 8.789
Frontier orbital gap (alpha / beta), eV: 5.252 / 6.105

Geometry as ORCA input:
```
! RIJCOSX wB97M-V def2-TZVPD def2/J DEFGRID3
* xyz 0 6
H 1.7875 3.1584 -3.3902
H -2.5876 5.3096 -0.2382
H 2.4036 -0.9530 -3.5817
H -1.6898 5.1059 -2.3620
C -1.8627 -1.7200 -1.4321
C 0.9438 3.7272 -3.7850
H 5.5177 0.0477 3.0761
H 0.0379 6.1563 -0.9522
H 1.4995 4.5206 1.6154
S 0.7171 1.6641 -1.7792
C -4.3945 4.9589 2.5984
N -0.9706 3.5974 -0.7344
C 3.5609 -2.4366 -1.2722
H -2.2878 2.3204 2.7937
H -3.5466 0.5771 -3.1094
H 4.4400 -3.5673 1.6470
C -4.4430 -5.2821 -2.0097
H 5.4859 -3.6015 0.2249
H 0.9239 2.7214 -5.6920
H -4.2643 -3.3489 -1.1249
C -2.3336 3.7331 1.1887
C -0.0071 6.4030 -2.0092
Ru 0.3761 0.2029 0.0731
N 2.9574 0.6293 2.0534
N -5.0390 -8.4625 -3.2917
C 4.8843 0.7374 3.6308
B 2.7892 -0.8859 2.0191
N 1.3451 -1.1860 2.4930
H -4.4217 6.3984 1.0175
H 1.2849 3.5991 0.1247
C 2.5823 2.6852 1.5252
H -0.0873 1.9630 -4.4594
C -2.7698 3.2058 2.4044
H -1.4618 -5.4836 0.4626
H 3.5460 -1.4396 2.7306
C 3.6596 2.6775 2.4214
O -0.6301 2.1070 1.0150
C -3.7608 -6.3708 -2.5675
C -0.4187 -1.8575 3.6333
C -2.2141 -0.7776 2.1194
C 1.8957 -2.5036 4.5564
H 5.5091 1.5083 4.0725
H 1.4336 -2.3716 -3.1679
H 1.3158 4.6709 -4.1913
N 2.1738 1.4369 1.3183
H 1.0053 6.5537 -2.3767
C -0.6945 5.2764 -2.7758
H -2.2361 0.2109 1.6636
H -2.1903 1.4422 -0.9867
C 0.9642 -1.8749 3.5857
H 2.0805 -3.3441 1.5370
H -3.1085 -2.0799 -3.2397
C 1.7661 -1.3956 -2.8170
C -3.7439 -4.1759 -1.5877
C -0.8252 -1.1168 2.5269
C 0.4609 -4.8353 1.3129
C 3.8700 1.3500 2.7321
H 4.3986 0.1800 4.4297
N -1.5105 -0.5607 -0.7747
H -1.8467 -7.1559 -3.1454
H -5.5163 -5.3329 -1.8847
H -0.6281 3.4504 -5.2424
H 1.3247 -2.9771 5.3502
H -4.1415 3.3912 4.0347
C 0.2418 2.9143 -4.8694
H 4.0251 -3.1134 -1.9615
C 1.1460 -3.6208 1.0970
H 2.7892 4.4789 0.4059
H 2.5539 -1.7610 5.0021
C -2.1900 0.4390 -1.3766
C 4.8961 -2.9569 0.8706
C -2.9359 -0.0231 -2.4631
H -2.5827 -1.5018 1.3952
H -0.6023 -5.1864 -2.3350
C -1.2318 3.0537 0.4667
C -3.9555 5.4996 1.3992
C 2.5118 -1.5522 -1.5396
C -1.6779 -5.2236 -2.2479
N 2.2278 -0.8849 -0.4278
N 0.0455 4.0328 -2.6965
H -5.1992 5.4317 3.1441
H 4.2013 3.5294 2.7815
H 0.8859 -0.7653 -2.6770
H 0.7967 -5.6219 1.9602
H -2.8666 -0.8026 2.9879
C -0.6740 -4.7630 0.5534
H -0.5632 7.3292 -2.1292
C -2.7288 -1.3846 -2.5176
C -1.5753 -3.0491 -1.0763
C -0.6239 -3.4836 -0.1140
H -0.7886 5.5374 -3.8324
C -2.3680 -6.3191 -2.7035
C 2.0018 3.8918 0.8792
H 5.5629 -2.2437 1.3505
C -4.4665 -7.5187 -2.9726
N 0.2617 -0.7254 1.8626
N 3.0110 -1.3309 0.5581
C -2.3476 -4.1341 -1.6739
H 2.5166 -3.2530 4.0705
C 3.8519 -2.2674 0.0697
C -2.9341 4.8926 0.6939
C -3.7982 3.8112 3.0997
H -1.0533 -2.3186 4.3637
C -0.1531 3.1940 -1.6675
N 0.4812 -2.8110 0.2623
*
```



Calculated total energy in order - -75836.057, -120247.137, -56746.277, -77886.680 eV
Calculated max |F| in order - 1.35, 0.58, 1.75, 1.27 eV/A